Computed, not measured: a molecular structure, C27H72BrO29S9V, with the ωB97M-V functional and the def2-TZVPD basis.

Structure (XYZ):
```
139
C27H72BrO29S9V the ωB97M-V functional and the def2-TZVPD basis
O -0.238 -1.486 0.918
V -0.686 -0.191 1.796
O 0.470 0.883 1.344
Br -0.134 0.072 4.414
O 3.902 -3.481 0.944
S 3.516 -2.218 1.585
O 2.452 -2.178 2.496
O 4.840 -1.561 2.322
C 6.170 -1.717 1.779
C 7.159 -0.958 2.702
C 3.269 -0.989 0.187
H 6.180 -1.472 0.717
H 6.571 -2.727 1.864
H 6.783 0.065 2.698
H 8.189 -0.860 2.359
H 7.258 -1.342 3.717
H 2.351 -1.113 -0.386
H 4.082 -1.150 -0.521
H 3.505 -0.021 0.629
O -7.738 -5.391 -3.005
S -6.490 -5.505 -3.639
O -6.327 -4.961 -4.976
O -5.248 -5.106 -2.689
C -5.467 -5.387 -1.255
C -4.148 -5.227 -0.582
C -6.001 -7.274 -3.698
H -5.808 -6.415 -1.137
H -6.218 -4.740 -0.801
H -4.516 -5.039 0.427
H -3.589 -4.350 -0.908
H -3.568 -6.149 -0.630
H -6.542 -7.601 -2.810
H -4.916 -7.229 -3.603
H -6.424 -7.686 -4.615
O -2.190 1.682 2.129
S -2.800 2.969 2.339
O -2.132 4.182 1.938
O -4.333 2.932 1.887
C -5.128 4.098 1.746
C -5.266 4.344 0.176
C -2.973 3.128 4.165
H -4.860 4.944 2.377
H -6.161 3.982 2.076
H -4.379 4.383 -0.455
H -5.680 5.346 0.058
H -5.945 3.551 -0.139
H -3.174 4.190 4.301
H -2.225 2.581 4.739
H -3.921 2.714 4.508
O -2.581 -1.214 2.562
S -4.036 -1.314 2.869
O -5.042 -0.570 2.131
O -4.545 -2.891 3.008
C -3.585 -3.719 3.696
C -4.004 -5.175 3.177
C -4.426 -0.942 4.611
H -3.561 -3.651 4.784
H -2.558 -3.565 3.365
H -5.073 -5.346 3.057
H -3.618 -5.959 3.829
H -3.558 -5.281 2.188
H -5.469 -1.204 4.788
H -4.474 0.134 4.781
H -3.819 -1.452 5.359
O 1.853 6.000 3.520
S 2.865 6.121 2.442
O 4.280 5.903 2.632
O 2.431 5.088 1.175
C 1.208 4.464 1.157
C 1.031 3.780 -0.197
C 2.661 7.739 1.507
H 0.335 4.952 1.591
H 1.285 3.583 1.794
H 0.048 3.315 -0.125
H 1.688 2.944 -0.435
H 1.005 4.526 -0.991
H 1.952 8.300 2.115
H 2.308 7.431 0.523
H 3.543 8.376 1.445
O 6.465 3.473 -1.519
S 6.063 2.439 -0.558
O 5.561 1.208 -1.132
O 7.212 2.062 0.557
C 8.510 1.938 0.056
C 9.223 3.329 -0.070
C 4.779 3.218 0.538
H 8.459 1.272 -0.805
H 9.081 1.350 0.774
H 10.175 3.004 -0.490
H 9.405 3.867 0.860
H 8.798 4.133 -0.670
H 3.936 3.488 -0.099
H 5.135 4.132 1.013
H 4.426 2.414 1.182
O 4.494 1.008 -5.924
S 3.147 1.570 -6.049
O 2.115 0.780 -6.759
O 2.527 1.979 -4.538
C 1.080 2.012 -4.589
C 0.744 2.330 -3.125
C 3.294 3.273 -6.556
H 0.495 1.207 -5.033
H 0.643 2.852 -5.130
H 1.057 1.425 -2.604
H -0.288 2.607 -2.911
H 1.324 3.199 -2.814
H 3.847 3.287 -7.495
H 3.979 3.713 -5.831
H 2.311 3.744 -6.562
O -2.096 0.359 -0.125
S -2.967 0.875 -1.183
O -3.021 2.318 -1.399
O -2.561 0.053 -2.605
C -3.203 0.406 -3.804
C -2.621 1.656 -4.563
C -4.765 0.256 -0.801
H -4.261 0.480 -3.553
H -3.218 -0.443 -4.488
H -3.394 1.848 -5.307
H -1.643 1.326 -4.911
H -2.668 2.637 -4.090
H -5.425 0.859 -1.424
H -5.019 0.629 0.191
H -4.841 -0.815 -0.991
O -1.104 -6.012 1.507
S 0.305 -6.258 1.732
O 0.831 -7.624 1.928
O 1.029 -5.613 0.320
C 0.738 -4.246 0.047
C 1.615 -4.005 -1.203
C 1.062 -5.191 3.023
H 1.137 -3.664 0.878
H -0.316 -4.042 -0.142
H 1.308 -4.678 -2.004
H 2.661 -4.256 -1.027
H 1.383 -3.028 -1.627
H 2.151 -5.147 3.021
H 0.846 -5.599 4.010
H 0.445 -4.292 3.030
```

The value obtained for the energy above the lowest of the compared OMol25 structures with the same formula, charge and spin is 205.77 kJ/mol. The HOMO energy comes out at -8.981 eV. As for the spin multiplicity: 1. The LUMO energy is -0.4 eV.